(1)
{
  "formula": "C48H46ClP2PdSi",
  "method": "ωB97M-V with the def2-TZVPD basis set",
  "elements": ["Pd", "C", "Si", "C", "C", "C", "C", "C", "C", "P", "C", "C", "C", "C", "C", "C", "C", "C", "C", "C", "C", "C", "C", "C", "C", "C", "C", "C", "P", "C", "C", "C", "C", "C", "C", "C", "C", "C", "C", "C", "C", "H", "H", "H", "H", "H", "H", "H", "H", "H", "H", "H", "H", "H", "H", "H", "H", "H", "H", "H", "H", "H", "H", "H", "H", "H", "H", "H", "H", "H", "H", "H", "C", "C", "C", "C", "H", "H", "H", "H", "H", "H", "H", "H", "H", "Cl", "C", "C", "C", "C", "C", "C", "C", "H", "H", "H", "H", "H", "H"],
  "coordinates": [[0.81, -0.90, -0.22], [0.26, -4.35, -0.19], [-0.63, -2.66, -0.38], [-1.84, -2.73, 1.13], [-2.89, -3.64, 1.31], [-3.28, -3.96, 2.59], [-2.78, -3.30, 3.70], [-1.84, -2.29, 3.51], [-1.37, -2.05, 2.22], [-0.07, -0.78, 1.93], [1.04, -1.21, 3.35], [0.87, -0.63, 4.63], [1.57, -1.16, 5.69], [2.53, -2.13, 5.51], [2.79, -2.57, 4.23], [2.06, -2.15, 3.16], [-0.76, 0.81, 2.35], [0.05, 2.08, 2.00], [-0.69, 3.43, 2.32], [-1.83, 3.38, 3.27], [-2.33, 2.17, 3.68], [-1.89, 0.92, 3.19], [-1.60, -2.82, -2.03], [-2.65, -3.70, -2.39], [-3.03, -3.74, -3.73], [-2.48, -2.81, -4.67], [-1.47, -1.93, -4.32], [-1.02, -1.92, -3.01], [0.18, -0.68, -2.37], [-0.83, 0.86, -2.46], [-0.77, 1.85, -3.48], [-1.33, 3.13, -3.25], [-2.07, 3.39, -2.15], [-2.40, 2.34, -1.11], [-1.61, 1.08, -1.34], [1.39, -0.49, -3.72], [1.62, -1.45, -4.69], [2.70, -1.30, -5.60], [3.50, -0.17, -5.56], [3.22, 0.83, -4.64], [2.23, 0.64, -3.71], [-0.44, -5.14, -0.04], [0.89, -4.38, 0.68], [0.91, -4.54, -1.05], [-3.30, -4.22, 0.49], [-3.96, -4.78, 2.71], [-3.14, -3.57, 4.69], [-1.44, -1.70, 4.32], [0.19, 0.18, 4.77], [1.41, -0.80, 6.70], [3.06, -2.56, 6.36], [3.62, -3.24, 4.07], [2.30, -2.51, 2.16], [1.06, 2.04, 2.45], [0.07, 4.22, 2.56], [-2.22, 4.36, 3.54], [-3.23, 2.15, 4.28], [-2.48, 0.06, 3.44], [-3.13, -4.37, -1.70], [-3.86, -4.37, -4.10], [-2.82, -2.88, -5.70], [-1.01, -1.29, -5.05], [-0.24, 1.65, -4.43], [-1.24, 3.96, -3.98], [-2.53, 4.34, -2.08], [-3.45, 2.06, -1.18], [-1.63, 0.38, -0.54], [1.01, -2.35, -4.73], [2.89, -2.12, -6.30], [4.39, -0.09, -6.20], [3.84, 1.73, -4.58], [2.04, 1.31, -2.88], [4.98, 0.88, 0.48], [3.84, -0.21, 0.41], [4.19, -1.34, -0.58], [2.52, 0.50, 0.11], [5.94, 0.46, 0.72], [4.74, 1.60, 1.24], [5.09, 1.38, -0.50], [3.76, -0.74, 1.36], [4.08, -0.99, -1.60], [3.45, -2.10, -0.47], [5.21, -1.72, -0.45], [2.72, 1.12, -0.75], [2.39, 1.13, 0.98], [0.65, 5.62, -0.11], [-0.94, 4.94, 0.29], [-2.03, 5.74, 0.26], [-3.31, 5.14, 0.51], [-3.44, 3.81, 0.55], [-2.31, 2.88, 0.38], [-0.98, 3.56, 0.73], [0.17, 2.56, 0.52], [-1.91, 6.79, -0.06], [-4.16, 5.77, 0.62], [-4.46, 3.38, 0.69], [-2.41, 2.00, 1.04], [0.13, 1.84, -0.24], [1.13, 3.07, 0.41]],
  "mulliken_charge": [-1.011, -1.764, 2.509, 0.534, -0.803, -0.692, -1.195, -0.568, 0.040, 1.768, 1.104, -0.729, -0.664, -0.711, -0.592, -0.868, -0.094, -0.823, -0.175, -1.585, -0.711, -0.050, 0.283, -0.709, -0.776, -0.879, -0.427, -0.247, 2.274, 1.386, -0.598, -0.869, -1.089, 0.430, -2.157, 0.216, -0.755, -0.704, -0.558, -0.811, -0.535, 0.371, 0.351, 0.410, 0.199, 0.398, 0.384, 0.542, 0.496, 0.391, 0.345, 0.410, 0.344, 1.048, 0.346, 0.348, 0.292, 0.307, 0.342, 0.337, 0.383, 0.516, 0.405, 0.333, 0.482, 0.667, 0.400, 0.438, 0.365, 0.352, 0.383, 0.403, -1.703, 1.105, -1.399, -0.780, 0.490, 0.372, 0.309, -0.206, 0.275, 0.143, 0.426, 0.612, 0.260, -0.255, -0.277, -0.303, -0.923, -0.767, 0.433, 1.763, -1.344, 0.426, 0.400, 0.242, -0.215, -0.083, 0.817],
  "relative_energy_ev": 1.2057,
  "multiplicity": 3,
  "total_energy_ha": -3416.89116,
  "lumo_ha": [0.0916, 0.0769],
  "gap_ev": [4.30, 6.06],
  "charge": -1,
  "e_homo_ev": [-1.80, -3.96]
}

---

(2)
{
  "formula": "C21H62O10",
  "method": "ωB97M-V with the def2-TZVPD basis set",
  "elements": ["C", "C", "C", "O", "H", "H", "H", "H", "H", "H", "H", "H", "C", "C", "C", "O", "H", "H", "H", "H", "H", "H", "H", "H", "C", "C", "C", "O", "H", "H", "H", "H", "H", "H", "H", "H", "C", "C", "C", "O", "H", "H", "H", "H", "H", "H", "H", "H", "C", "C", "C", "O", "H", "H", "H", "H", "H", "H", "H", "H", "C", "C", "C", "O", "H", "H", "H", "H", "H", "H", "H", "H", "C", "C", "C", "O", "H", "H", "H", "H", "H", "H", "H", "H", "O", "H", "H", "O", "H", "H", "O", "H", "H"],
  "coordinates": [[6.00, 0.28, -0.25], [5.57, 1.73, -0.09], [4.08, 1.92, 0.14], [6.25, 2.39, 0.98], [5.50, -0.37, 0.47], [7.08, 0.19, -0.14], [5.80, -0.09, -1.26], [5.84, 2.27, -1.01], [3.54, 1.55, -0.73], [3.86, 2.98, 0.25], [3.71, 1.40, 1.02], [7.19, 2.17, 0.89], [0.52, -1.82, 3.63], [1.89, -1.21, 3.87], [2.29, -1.37, 5.33], [2.82, -1.86, 3.00], [-0.19, -1.45, 4.39], [0.53, -2.91, 3.73], [0.10, -1.57, 2.66], [1.82, -0.15, 3.58], [2.30, -2.41, 5.66], [1.58, -0.80, 5.94], [3.27, -0.93, 5.53], [3.49, -1.20, 2.80], [-3.55, -2.91, -4.04], [-3.49, -2.32, -2.64], [-2.81, -3.22, -1.63], [-2.77, -1.07, -2.64], [-2.61, -2.92, -4.60], [-4.34, -2.47, -4.64], [-3.83, -3.97, -3.98], [-4.51, -2.07, -2.31], [-3.31, -4.19, -1.58], [-2.76, -2.73, -0.66], [-1.82, -3.47, -2.03], [-3.18, -0.46, -3.26], [1.36, -0.52, 0.21], [-0.05, -0.52, -0.34], [-0.46, 0.88, -0.71], [-0.05, -1.35, -1.49], [1.48, 0.19, 1.03], [2.05, -0.18, -0.55], [1.65, -1.51, 0.58], [-0.78, -0.90, 0.39], [0.26, 1.49, -1.26], [-0.76, 1.51, 0.14], [-1.41, 0.87, -1.27], [-0.97, -1.41, -1.81], [-6.47, 2.33, -2.12], [-5.10, 2.49, -1.49], [-4.68, 1.22, -0.72], [-4.17, 2.84, -2.49], [-6.86, 3.31, -2.39], [-7.13, 1.83, -1.41], [-6.41, 1.78, -3.06], [-5.15, 3.32, -0.77], [-4.89, 0.36, -1.35], [-5.18, 1.17, 0.25], [-3.61, 1.24, -0.51], [-3.39, 3.27, -2.09], [0.63, -4.95, -1.39], [1.20, -5.51, -0.09], [0.61, -4.79, 1.11], [0.81, -6.89, -0.02], [-0.44, -5.16, -1.44], [1.07, -5.37, -2.30], [0.73, -3.87, -1.56], [2.29, -5.42, -0.08], [1.02, -3.78, 1.14], [0.87, -5.36, 2.01], [-0.48, -4.72, 1.10], [1.43, -7.40, -0.53], [0.29, 3.00, 3.01], [0.58, 4.48, 2.83], [0.82, 4.91, 1.38], [-0.37, 5.30, 3.50], [1.11, 2.35, 2.67], [-0.59, 2.65, 2.44], [0.04, 2.72, 4.03], [1.54, 4.64, 3.33], [-0.01, 4.69, 0.70], [1.72, 4.39, 1.08], [0.93, 5.99, 1.39], [-1.17, 5.30, 2.96], [-2.01, 4.00, -1.15], [-2.06, 4.27, -0.22], [-1.06, 3.98, -1.35], [0.89, 4.21, -1.83], [1.59, 3.74, -2.30], [1.29, 5.05, -1.57], [0.79, -1.01, -4.28], [-0.08, -0.61, -4.24], [0.86, -1.49, -3.44]],
  "mulliken_charge": [-1.123, 0.381, -0.822, -0.549, 0.168, 0.415, 0.327, 0.176, 0.326, 0.235, 0.171, 0.319, -0.958, 1.285, -1.527, -0.551, 0.477, 0.295, -0.154, -0.245, 0.337, 0.389, 0.379, 0.302, -1.490, 0.745, -1.239, -0.407, 0.306, 0.390, 0.382, 0.289, 0.519, 0.277, 0.053, 0.231, -0.836, 1.179, -0.599, 0.204, -0.050, 0.381, -0.017, -0.109, -0.001, 0.132, 0.145, -0.472, -1.470, 0.592, -0.578, -0.551, 0.371, 0.350, 0.343, 0.218, 0.026, 0.439, -0.035, 0.417, -0.905, 0.365, -0.785, -0.578, 0.263, 0.418, 0.008, 0.252, -0.006, 0.359, 0.309, 0.326, -0.840, 0.294, -0.320, -0.556, 0.087, 0.166, 0.369, 0.268, -0.228, 0.053, 0.350, 0.340, -0.602, 0.236, 0.261, -0.590, 0.276, 0.285, -0.666, 0.288, 0.318],
  "relative_energy_ev": 0.1397,
  "smiles": "CC(C)O.CC(C)O.CC(C)O.CC(C)O.CC(C)O.CC(C)O.CC(C)O.O.O.O",
  "total_energy_ha": -1589.68052,
  "lumo_ha": 0.0050,
  "gap_ev": 9.80,
  "charge": 0,
  "e_homo_ev": -9.66
}